No. 1
{
  "formula": "C2H7BNaO4",
  "method": "ωB97M-V/def2-TZVPD",
  "orbital_gap_ev": [4.20, 4.20],
  "charge": -2,
  "s2": 0.76,
  "spin_multiplicity": 2,
  "lumo_ev": [4.13, 4.13],
  "elements": ["Na", "C", "O", "O", "O", "B", "H", "H", "H", "H", "C", "O", "H", "H", "H"],
  "coordinates": [[1.31, -0.85, 0.06], [0.24, 0.52, 3.34], [-0.61, -0.15, 3.96], [0.70, 0.09, 2.26], [0.51, 1.63, 3.71], [1.06, 1.79, -1.00], [0.72, 1.22, -0.15], [1.62, 1.11, -1.62], [0.22, 2.14, -1.58], [1.69, 2.62, -0.71], [-1.51, -2.06, -1.65], [-1.19, -1.56, -0.39], [-2.06, -1.31, -2.22], [-0.59, -2.22, -2.21], [-2.10, -2.96, -1.78]]
}


No. 2
{
  "formula": "C9H19IN2O2PTb",
  "method": "ωB97M-V/def2-TZVPD",
  "orbital_gap_ev": [3.44, 5.10],
  "charge": 2,
  "s2": 13.04,
  "spin_multiplicity": 7,
  "lumo_ev": [-10.05, -8.40],
  "elements": ["C", "C", "N", "C", "C", "O", "O", "N", "C", "C", "C", "I", "P", "C", "C", "H", "H", "H", "H", "H", "H", "H", "H", "H", "H", "H", "H", "H", "H", "H", "H", "H", "H", "H", "Tb"],
  "coordinates": [[3.89, -0.77, 0.76], [2.97, -0.85, -0.51], [1.57, -0.75, -0.05], [0.68, -0.31, -1.11], [0.55, -1.33, -2.28], [-0.53, -1.62, -2.68], [1.56, -1.85, -2.90], [-0.70, 0.03, -0.65], [-1.06, -0.71, 0.60], [-2.57, -0.77, 0.88], [-3.25, -2.04, 0.27], [-2.68, -3.82, 1.32], [-0.71, 1.74, -0.47], [0.29, 2.31, 1.00], [-2.40, 2.46, -0.49], [4.78, -1.38, 0.65], [3.29, -1.14, 1.60], [4.12, 0.29, 0.98], [3.11, -1.87, -0.89], [3.25, -0.10, -1.28], [1.58, -0.10, 0.74], [1.10, 0.63, -1.53], [-0.72, -1.75, 0.49], [-0.53, -0.33, 1.49], [-3.14, 0.13, 0.62], [-2.68, -0.89, 1.97], [-3.12, -2.09, -0.81], [-4.32, -1.91, 0.45], [1.36, 2.36, 0.64], [0.00, 3.36, 1.21], [0.24, 1.67, 1.90], [-2.91, 2.30, 0.47], [-3.05, 2.03, -1.26], [-2.32, 3.55, -0.62], [2.35, 3.54, -0.48]]
}


No. 3
{
  "formula": "C27H22F3N3O3S",
  "method": "ωB97M-V/def2-TZVPD",
  "orbital_gap_ev": 7.54,
  "smiles": "C=Cc1nc2c(OC(=O)c3ccccc3)c(COC(F)(F)F)c(CSCC)cc2nc1-c1ccncc1",
  "spin_multiplicity": 1,
  "lumo_ev": -0.90,
  "elements": ["C", "C", "C", "N", "C", "C", "O", "C", "O", "C", "C", "C", "C", "C", "C", "C", "C", "O", "C", "F", "F", "F", "C", "C", "S", "C", "C", "C", "C", "N", "C", "C", "C", "C", "N", "C", "C", "H", "H", "H", "H", "H", "H", "H", "H", "H", "H", "H", "H", "H", "H", "H", "H", "H", "H", "H", "H", "H", "H"],
  "coordinates": [[5.07, 0.04, -1.81], [3.80, -0.49, -1.69], [2.75, 0.03, -0.79], [1.65, 0.38, -1.40], [0.65, 0.83, -0.58], [-0.57, 1.22, -1.17], [-0.73, 1.20, -2.55], [-0.59, -0.04, -3.13], [-0.29, -0.10, -4.27], [-0.82, -1.29, -2.34], [0.17, -2.26, -2.40], [0.04, -3.47, -1.75], [-1.11, -3.74, -1.01], [-2.09, -2.76, -0.93], [-1.97, -1.55, -1.59], [-1.62, 1.68, -0.40], [-2.88, 2.11, -1.12], [-3.32, 3.38, -0.61], [-4.59, 3.70, -0.94], [-4.90, 4.83, -0.29], [-5.50, 2.80, -0.58], [-4.69, 3.95, -2.25], [-1.48, 1.75, 1.02], [-2.55, 2.26, 1.96], [-4.11, 1.34, 1.86], [-3.56, -0.32, 2.39], [-4.50, -1.34, 1.77], [-0.29, 1.37, 1.57], [0.80, 0.90, 0.80], [1.97, 0.57, 1.45], [2.90, 0.14, 0.64], [4.20, -0.24, 1.26], [4.43, -1.52, 1.75], [5.64, -1.88, 2.32], [6.64, -1.02, 2.47], [6.40, 0.21, 2.02], [5.24, 0.67, 1.40], [5.42, 0.58, -2.69], [5.79, -0.13, -1.02], [3.50, -1.31, -2.34], [1.06, -2.06, -2.99], [0.85, -4.18, -1.82], [-1.20, -4.71, -0.53], [-2.98, -2.99, -0.35], [-2.76, -0.81, -1.52], [-2.70, 2.23, -2.18], [-3.63, 1.33, -1.00], [-2.16, 2.17, 2.98], [-2.69, 3.32, 1.78], [-3.59, -0.37, 3.48], [-2.53, -0.47, 2.06], [-5.54, -1.12, 1.99], [-4.37, -1.36, 0.68], [-4.26, -2.33, 2.18], [-0.16, 1.42, 2.64], [3.65, -2.26, 1.66], [5.79, -2.89, 2.70], [7.20, 0.94, 2.16], [5.15, 1.68, 1.05]]
}


No. 4
{
  "formula": "C8H12N2",
  "method": "ωB97M-V/def2-TZVPD",
  "orbital_gap_ev": 7.98,
  "smiles": "Cn1c2c(n1C)CCC=C2",
  "spin_multiplicity": 1,
  "lumo_ev": 1.00,
  "elements": ["C", "N", "C", "C", "N", "C", "C", "C", "C", "C", "H", "H", "H", "H", "H", "H", "H", "H", "H", "H", "H", "H"],
  "coordinates": [[-1.18, 1.70, 1.87], [-0.95, 0.42, 1.21], [0.38, 0.17, 0.59], [-0.20, -0.27, -0.54], [-1.46, 0.13, -0.17], [-2.63, -0.77, -0.32], [0.64, -1.09, -1.48], [2.07, -0.68, -1.38], [2.52, -0.12, -0.06], [1.74, 0.43, 0.83], [-0.55, 2.48, 1.35], [-2.18, 2.03, 1.88], [-0.78, 1.68, 2.84], [-2.29, -1.90, -0.16], [-3.44, -0.43, 0.40], [-3.19, -0.54, -1.25], [0.43, -2.08, -1.22], [0.38, -0.67, -2.41], [2.18, 0.13, -2.12], [2.75, -1.62, -1.59], [3.63, 0.00, 0.01], [2.12, 1.02, 1.72]]
}


No. 5
{
  "formula": "C3H5NO2",
  "method": "ωB97M-V/def2-TZVPD",
  "orbital_gap_ev": 10.28,
  "smiles": "N#C[C@@H](O)CO",
  "spin_multiplicity": 1,
  "lumo_ev": 0.01,
  "elements": ["N", "C", "C", "O", "C", "O", "H", "H", "H", "H", "H"],
  "coordinates": [[1.28, -0.84, 2.47], [0.93, -0.63, 1.27], [-0.03, -0.66, 0.15], [-0.97, -1.35, 0.73], [-0.36, 0.80, -0.58], [0.93, 1.17, -0.82], [0.65, -0.93, -0.76], [-1.69, -0.43, 0.91], [-1.03, 1.50, 0.07], [-0.85, 0.41, -1.55], [1.12, 0.97, -1.89]]
}


No. 6
{
  "formula": "C3H6OSe",
  "method": "ωB97M-V/def2-TZVPD",
  "orbital_gap_ev": 9.37,
  "spin_multiplicity": 1,
  "lumo_ev": 0.66,
  "elements": ["C", "C", "C", "O", "Se", "H", "H", "H", "H", "H", "H"],
  "coordinates": [[-1.20, 0.13, 0.86], [-0.08, -0.94, 0.84], [0.38, 1.35, -0.49], [-0.70, 1.37, 0.25], [1.19, -0.28, -0.49], [-2.07, -0.24, 0.26], [-1.74, 0.43, 1.86], [0.15, -1.13, 1.89], [-0.59, -1.88, 0.53], [1.99, 0.63, -2.62], [2.66, 0.57, -2.89]]
}


no.,largest force on an atom (eV/A)
1,4.964
2,2.906
3,2.173
4,3.673
5,11.228
6,2.499